# 1
Computed, not measured: a molecular structure, C49H102As3F18N7O11 in a non-equilibrium geometry, with ωB97M-V/def2-TZVPD.

Each line ends with the Löwdin charge.
CARTESIAN COORDINATES (ANGSTROEM)
C1 -3.8102 -1.2095 -3.4028  0.022
C2 -4.7883 -1.0714 -2.3056  -0.501
O1 -5.8004 -1.5440 -2.1453  0.220
N1 -4.2713 -0.1891 -1.2302  0.043
H1 -3.2114 -0.0868 -1.1146  0.139
H2 -4.6717 0.8694 -1.2066  0.120
C3 -4.6394 -0.7397 0.0798  -0.044
H3 -2.8852 -1.5677 -2.9383  0.068
H4 -3.6457 -0.2378 -3.8630  0.082
H5 -4.1467 -1.9398 -4.1251  0.102
H6 -4.2787 -0.0637 0.8448  0.087
H7 -4.2547 -1.7678 0.2141  0.087
H8 -5.7154 -0.8850 0.2135  0.104
C4 2.3849 3.3940 -3.1595  0.032
C5 2.2457 3.7557 -1.6900  -0.397
O2 1.4443 4.3558 -1.1580  0.212
N2 3.4385 3.2023 -0.8860  0.060
H9 3.7014 2.3253 -1.3173  0.059
H10 4.2257 3.7811 -1.1629  0.181
C6 3.2315 3.0265 0.5463  -0.032
H11 1.4887 2.8294 -3.3625  0.050
H12 3.2033 2.6927 -3.3452  0.070
H13 2.4507 4.2605 -3.7998  0.099
H14 4.0820 2.4275 0.8142  0.066
H15 2.3976 2.3506 0.6927  0.084
H16 3.1767 3.9510 1.1081  0.099
C7 -2.2780 5.7320 -3.5021  0.029
C8 -1.5131 4.5330 -3.7280  -0.413
O3 -0.3636 4.6214 -4.0753  0.138
N3 -2.1716 3.1884 -3.6862  0.061
H17 -1.4850 2.6472 -3.1946  0.060
H18 -3.1318 3.1628 -3.2069  0.100
C9 -2.4961 2.7144 -5.0321  0.007
H19 -2.7506 5.7025 -2.5232  0.092
H20 -3.2089 5.6680 -4.0717  0.109
H21 -1.6807 6.6073 -3.7856  0.117
H22 -2.7328 1.6539 -4.8866  0.090
H23 -1.6986 2.9053 -5.7427  0.097
H24 -3.4259 3.2656 -5.3015  0.121
C10 0.0770 -0.8840 4.9620  -0.001
C11 -0.9884 -1.8701 4.4596  -0.423
C12 -0.4686 -3.3073 4.5247  -0.124
C13 -0.5595 -3.9540 5.8953  -0.171
C14 -1.9643 -3.9140 6.4505  -0.137
C15 -2.4821 -2.4975 6.6030  -0.421
N4 -2.2804 -1.6303 5.3193  -0.021
O4 -2.9472 -0.7764 5.1043  0.261
C16 -1.6887 -1.6564 7.6627  0.023
C17 -3.9673 -2.4561 7.0123  -0.002
C18 -1.3900 -1.5215 3.0684  -0.011
H25 0.8751 -0.8306 4.2308  0.072
H26 0.4201 -1.1287 5.9611  0.079
H27 -0.4229 0.1140 5.0559  0.105
H28 0.5753 -3.2252 4.1565  0.130
H29 -1.0993 -3.9031 3.8450  0.135
H30 0.1262 -3.4204 6.5764  0.122
H31 -0.2093 -5.0089 5.8104  0.140
H32 -2.0514 -4.3687 7.4547  0.145
H33 -2.6044 -4.5450 5.7909  0.144
H34 -1.5743 -2.3433 8.5489  0.135
H35 -2.2699 -0.7559 7.8362  0.098
H36 -0.7092 -1.3858 7.3208  0.051
H37 -4.4710 -3.1408 6.2880  0.116
H38 -4.2519 -1.4167 7.0848  0.081
H39 -4.0476 -2.8230 8.0464  0.113
H40 -2.0555 -2.2839 2.6221  0.116
H41 -0.5031 -1.5011 2.4531  0.073
H42 -1.8550 -0.5330 3.0990  0.089
C19 5.6990 -4.4663 1.9504  -0.013
C20 4.7666 -4.3488 0.7571  -0.423
C21 4.3127 -5.6849 0.1136  -0.109
C22 3.1887 -5.5462 -0.8710  -0.184
C23 2.0262 -4.8507 -0.2437  -0.127
C24 2.3684 -3.4745 0.3210  -0.361
N5 3.7183 -3.4138 1.1493  -0.078
O5 3.8212 -2.6722 1.9025  0.293
C25 1.3224 -2.8513 1.1959  -0.032
C26 2.5580 -2.4101 -0.8312  -0.001
C27 5.6581 -3.5394 -0.2791  0.030
H43 5.1778 -4.9493 2.8110  0.113
H44 6.0291 -3.4555 2.2000  0.100
H45 6.5548 -5.0903 1.6266  0.115
H46 4.0147 -6.3070 0.9889  0.139
H47 5.1691 -6.1787 -0.3373  0.136
H48 2.8525 -6.5096 -1.3087  0.143
H49 3.6251 -5.0091 -1.7141  0.110
H50 1.6479 -5.4882 0.5751  0.144
H51 1.2038 -4.6656 -0.9582  0.106
H52 0.3775 -2.9294 0.6512  0.098
H53 1.6141 -1.8368 1.4189  0.081
H54 1.1252 -3.4505 2.0975  0.089
H55 2.7886 -1.4258 -0.3425  0.087
H56 1.5594 -2.3543 -1.2568  0.061
H57 3.3475 -2.6868 -1.5333  0.067
H58 5.8088 -2.5197 0.0140  0.072
H59 5.1856 -3.5230 -1.2403  0.063
H60 6.5994 -4.0866 -0.2303  0.108
C28 -2.8451 5.9976 1.9606  0.056
C29 -2.9248 4.8569 3.1169  -0.469
C30 -2.9366 3.4956 2.5217  -0.099
C31 -1.5410 3.0383 2.1031  -0.154
C32 -0.5001 3.2246 3.1617  -0.144
C33 -0.3485 4.6253 3.6737  -0.462
N6 -1.7445 5.1493 3.9099  0.070
O6 -1.8506 5.9962 4.9065  0.162
C34 0.2786 5.5765 2.5905  0.027
C35 0.4741 4.7148 4.8995  -0.013
C36 -4.1329 5.2274 3.9130  -0.015
H61 -2.7772 7.0166 2.3850  0.115
H62 -3.8055 5.8225 1.4805  0.079
H63 -2.0338 5.8663 1.2683  0.064
H64 -3.6923 3.3900 1.7472  0.132
H65 -3.2690 2.8580 3.3866  0.146
H66 -1.1525 3.6176 1.2478  0.119
H67 -1.5498 1.9649 1.8126  0.123
H68 0.4657 2.9630 2.7072  0.114
H69 -0.7501 2.6310 4.0347  0.125
H70 0.3131 6.6534 2.8844  0.118
H71 -0.0716 5.4630 1.5740  0.065
H72 1.3611 5.2744 2.6397  0.109
H73 0.5490 5.7797 5.0830  0.096
H74 1.4436 4.2280 4.7557  0.098
H75 0.0226 4.2014 5.7498  0.110
H76 -4.0631 4.6786 4.8565  0.107
H77 -5.0427 4.9196 3.3879  0.119
H78 -4.1704 6.2622 4.1881  0.090
C37 2.2634 -0.1238 -4.5788  -0.005
C38 1.6108 -0.5211 -5.9261  -0.402
C39 2.5436 -1.4356 -6.7168  -0.107
C40 2.6043 -2.8306 -6.1040  -0.156
C41 1.2261 -3.5143 -6.0355  -0.103
C42 0.2016 -2.6987 -5.2495  -0.427
N7 0.2615 -1.1931 -5.4944  -0.030
O7 -0.5534 -0.5228 -5.2385  0.257
C43 0.4358 -2.8529 -3.7153  0.009
C44 -1.2216 -3.0924 -5.4623  -0.021
C45 1.2445 0.7634 -6.6712  -0.009
H79 3.1480 0.4560 -4.8393  0.104
H80 2.5378 -1.0023 -4.0002  0.060
H81 1.5875 0.5259 -4.0228  0.074
H82 3.4967 -0.9266 -6.7369  0.137
H83 2.0498 -1.5265 -7.7111  0.140
H84 3.0511 -2.7194 -5.0933  0.115
H85 3.2628 -3.4948 -6.6289  0.116
H86 1.2147 -4.5858 -5.7540  0.148
H87 0.8379 -3.5984 -7.0781  0.134
H88 -0.3435 -2.2132 -3.3111  0.081
H89 1.4078 -2.4877 -3.3837  0.057
H90 0.3060 -3.8842 -3.4164  0.099
H91 -1.9031 -2.4018 -4.9693  0.062
H92 -1.3448 -4.1508 -5.1767  0.121
H93 -1.3366 -2.9618 -6.5555  0.112
H94 0.6939 0.5461 -7.5993  0.102
H95 2.0908 1.4539 -6.8748  0.122
H96 0.5494 1.3442 -6.0526  0.073
C46 0.1695 0.1132 -0.8144  0.002
C47 -0.7172 1.1193 -1.4981  -0.704
O8 -0.3050 1.7253 -2.5046  -0.053
O9 -1.8450 1.3460 -0.9900  -0.049
H97 0.0231 0.2338 0.2490  0.063
H98 1.1921 0.1773 -1.2078  0.061
H99 -0.1765 -0.9359 -1.0124  0.069
C48 -5.2935 4.6319 -1.0332  0.006
C49 -5.0060 3.2295 -1.5441  -0.670
O10 -5.2107 2.2235 -0.7546  -0.061
O11 -4.5942 3.0310 -2.6573  -0.001
H100 -6.1753 4.6547 -0.3839  0.087
H101 -5.4534 5.3082 -1.8688  0.080
H102 -4.4587 4.9485 -0.3944  0.051
As1 -2.5736 -4.4444 -1.3281  0.916
F1 -0.8286 -5.0512 -1.1760  -0.314
F2 -2.3258 -3.9934 -3.0515  -0.283
F3 -4.2094 -3.7385 -1.4536  -0.246
F4 -2.8013 -4.9077 0.3375  -0.259
F5 -1.9431 -2.8082 -0.7814  -0.317
F6 -3.0841 -6.0005 -1.9318  -0.238
As2 5.3306 0.3053 -1.7338  0.884
F7 5.5855 1.1381 -3.2721  -0.250
F8 5.6155 1.8502 -0.8947  -0.239
F9 4.8335 -0.3796 -0.1948  -0.253
F10 4.9757 -1.1909 -2.6720  -0.277
F11 6.9086 -0.2735 -1.5125  -0.195
F12 3.5220 0.7417 -1.9126  -0.304
As3 3.1123 1.3557 3.5921  0.862
F13 4.2428 1.7983 4.7923  -0.209
F14 3.2413 -0.3885 4.0257  -0.282
F15 1.8702 1.0153 2.3293  -0.298
F16 2.9016 3.0802 3.1555  -0.276
F17 4.3445 1.1302 2.3616  -0.247
F18 1.7559 1.4827 4.7521  -0.275

Results
HOMO energy   -12.90 eV
Charge   +2
Calculated total energy   -316837.78111 eV
LUMO level   -7.08 eV
Multiplicity   1



# 2
Computed, not measured: 12 unconnected molecules or ions with the total composition C49H102BF22N5O17 in a non-equilibrium geometry, with ωB97M-V/def2-TZVPD.

Each line ends with the Löwdin charge.
CARTESIAN COORDINATES (ANGSTROEM)
C1 0.6294 2.9663 6.0284  -0.008
C2 0.9487 3.3054 4.6007  -0.509
C3 0.0529 2.6606 3.5532  -0.112
C4 0.0299 3.3043 2.1847  -0.151
C5 -0.6041 4.6290 2.3937  -0.128
C6 0.1396 5.5633 3.3737  -0.457
N1 0.6571 4.7716 4.4680  0.133
O1 1.2958 5.5631 5.3986  0.106
C7 -0.7834 6.7301 3.7661  0.016
C8 1.3529 6.1840 2.6284  0.024
C9 2.3848 3.1137 4.4369  -0.012
H1 1.1051 1.9626 6.2059  0.128
H2 -0.4036 3.0428 6.3392  0.093
H3 1.2006 3.6927 6.6322  0.087
H4 -0.9322 2.6046 3.9952  0.124
H5 0.3249 1.6110 3.5073  0.116
H6 -0.4558 2.6102 1.5027  0.114
H7 1.0436 3.3441 1.7938  0.094
H8 -1.6023 4.5258 2.8130  0.128
H9 -0.6765 5.3035 1.4698  0.128
H10 -1.5664 6.4024 4.4617  0.100
H11 -1.1769 7.0879 2.8196  0.083
H12 -0.1471 7.5181 4.1591  0.086
H13 2.1401 5.5201 2.3774  0.070
H14 1.8024 6.9714 3.1970  0.082
H15 0.9686 6.7181 1.7278  0.101
H16 2.7937 3.5199 3.5215  0.086
H17 2.4906 1.9892 4.3859  0.137
H18 2.9867 3.4386 5.2867  0.105
C10 -1.0281 -7.4446 3.2443  -0.079
C11 0.1755 -6.6370 3.0334  -0.407
C12 0.8428 -7.1275 1.7004  -0.138
O2 2.2554 -6.6874 1.8111  -0.186
C13 2.6722 -5.7907 0.7685  -0.080
N2 -0.2946 -5.2454 2.8483  0.067
H19 -1.5351 -5.0069 1.6624  0.077
H20 -0.3654 -4.7827 3.7343  0.093
H21 0.4480 -4.6883 2.4490  0.069
H22 -0.7620 -8.3984 3.6466  0.077
H23 -1.5231 -7.5155 2.2341  0.091
H24 -1.7967 -6.9883 3.8304  0.070
H25 0.9781 -6.7727 3.7676  0.146
H26 0.2217 -6.6950 0.9483  0.086
H27 0.7342 -8.1963 1.6395  0.115
H28 2.7422 -6.2300 -0.2146  0.075
H29 3.6352 -5.3459 1.1296  0.111
H30 2.0107 -4.9272 0.7905  0.058
C14 -3.8162 -0.1084 3.5912  -0.010
C15 -3.8480 -1.5920 3.2113  -0.304
C16 -5.2277 -2.0567 2.8408  -0.211
O3 -5.2656 -3.3664 2.3812  -0.183
C17 -5.1425 -4.3177 3.3758  -0.107
N3 -2.8954 -1.9623 2.0727  0.242
H31 -1.9976 -2.1398 2.5853  0.106
H32 -3.1960 -2.8234 1.6476  0.101
H33 -2.7271 -1.2419 1.3460  0.122
H34 -3.9411 0.4816 2.7245  0.063
H35 -2.8577 0.1580 4.0611  0.083
H36 -4.5902 0.1271 4.3318  0.092
H37 -3.5612 -2.2528 4.0507  0.141
H38 -5.5946 -1.4600 1.9771  0.144
H39 -5.8785 -1.8484 3.7025  0.137
H40 -4.1388 -4.3133 3.8315  0.085
H41 -5.2521 -5.2976 2.9421  0.089
H42 -5.9305 -4.1037 4.1480  0.110
C18 4.2077 0.9626 1.4711  -0.042
C19 4.2512 1.5262 0.0533  -0.396
C20 3.2711 2.6812 -0.2178  -0.221
O4 3.1013 3.0942 -1.5615  -0.194
C21 2.1302 4.1600 -1.5992  -0.065
N4 5.5993 2.0585 -0.3048  0.038
H43 5.7335 2.8028 -1.7854  -0.003
H44 5.9153 2.7729 0.4237  0.128
H45 6.2971 1.2544 -0.2648  0.112
H46 4.3695 1.7734 2.1684  0.056
H47 5.0653 0.2590 1.5766  0.066
H48 3.2423 0.4014 1.6364  0.094
H49 4.0150 0.8337 -0.7204  0.107
H50 3.7044 3.5545 0.2992  0.123
H51 2.2846 2.4914 0.2783  0.108
H52 1.4221 4.0064 -0.7609  0.082
H53 1.6578 4.0840 -2.5934  0.094
H54 2.5922 5.1194 -1.5918  0.079
C22 1.5921 -2.3406 -0.4015  -0.020
C23 0.7542 -1.1617 -0.9738  -0.332
C24 1.1079 -0.6049 -2.3409  -0.234
O5 0.8860 -1.5821 -3.3010  -0.220
C25 1.0808 -1.0235 -4.6523  -0.046
N5 -0.6429 -1.6100 -1.0567  0.079
H55 -0.8645 -2.0897 -1.9164  0.102
H56 -0.7557 -2.3533 -0.4004  0.075
H57 -1.7568 -0.6750 -0.6780  0.078
H58 1.3256 -2.2977 0.6671  0.062
H59 2.6510 -2.1619 -0.5208  0.050
H60 1.3851 -3.3301 -0.9023  0.097
H61 0.7455 -0.3773 -0.2132  0.131
H62 2.1139 -0.2323 -2.4403  0.112
H63 0.4450 0.2365 -2.5476  0.125
H64 0.3924 -0.1533 -4.6940  0.089
H65 0.7976 -1.8290 -5.3670  0.095
H66 2.1526 -0.6826 -4.7356  0.092
C26 -2.2881 -5.4043 -0.0257  -0.388
O6 -1.2494 -5.5273 -0.8738  -0.063
O7 -2.0338 -4.4495 0.9607  -0.016
C27 -3.4931 -4.7648 -0.7603  -0.633
F1 -3.1899 -3.6003 -1.2881  0.176
F2 -3.9732 -5.4367 -1.7690  0.200
F3 -4.4020 -4.5754 0.1771  0.168
C28 -1.1238 -6.8201 -1.5367  -0.207
C29 0.2508 -6.8907 -2.1930  -0.047
H67 0.2442 -7.4350 -3.1032  0.061
H68 0.7483 -5.9339 -2.3434  0.087
H69 0.7601 -7.4918 -1.4510  0.059
H70 -1.8843 -6.9363 -2.3029  0.114
H71 -1.2253 -7.6012 -0.7492  0.120
H72 -2.5755 -6.4085 0.3264  0.162
C30 -3.3311 0.7208 -0.9132  -0.315
O8 -3.2888 0.5853 -2.3060  -0.047
O9 -2.5523 -0.1584 -0.1379  -0.085
C31 -2.8444 2.1745 -0.6210  -0.641
F4 -3.7139 3.0907 -1.0484  0.160
F5 -2.7980 2.2410 0.6794  0.155
F6 -1.6804 2.5388 -1.0848  0.187
C32 -3.8584 -0.6287 -2.7788  -0.280
C33 -3.3289 -0.8927 -4.0983  -0.063
H73 -3.8616 -1.7540 -4.5232  0.097
H74 -3.5032 -0.0785 -4.7945  0.088
H75 -2.2712 -1.0758 -4.0075  0.065
H76 -4.9714 -0.5766 -2.7375  0.116
H77 -3.7064 -1.4662 -2.1119  0.099
H78 -4.3967 0.7215 -0.6016  0.157
C34 5.4639 2.5774 -3.5927  -0.325
O10 6.3365 1.5410 -4.0608  -0.073
O11 6.0712 3.2631 -2.5587  0.032
C35 5.2068 3.6094 -4.7245  -0.493
F7 4.4805 3.1406 -5.8075  0.093
F8 4.4173 4.5508 -4.0990  0.102
F9 6.2692 4.1846 -5.2658  0.169
C36 5.7961 0.4061 -4.7251  -0.286
C37 6.9180 -0.5669 -4.7575  -0.090
H79 7.2083 -0.9535 -3.7441  0.087
H80 6.6798 -1.4763 -5.3537  0.083
H81 7.7974 -0.1076 -5.2003  0.072
H82 5.4468 0.6698 -5.7790  0.133
H83 4.9526 -0.0210 -4.1730  0.095
H84 4.5169 2.1452 -3.3203  0.143
C38 7.2779 -1.5461 -0.1497  -0.486
O12 6.6533 -2.1429 -1.4473  -0.133
O13 6.5354 -0.8597 0.6038  -0.134
C39 7.7080 -2.7574 0.7231  -0.457
F10 8.5493 -3.7105 0.1211  0.042
F11 8.4078 -2.4602 1.8986  0.057
F12 6.6031 -3.4298 1.1531  0.094
C40 5.3047 -1.7632 -1.5818  -0.312
C41 4.4997 -2.6579 -2.5465  -0.068
H85 4.4080 -3.7112 -2.2853  0.066
H86 3.4464 -2.3138 -2.5732  0.041
H87 4.8110 -2.5525 -3.6280  0.074
H88 5.2905 -0.7195 -1.9320  0.092
H89 4.7629 -1.6956 -0.6111  0.104
H90 8.2820 -1.1513 -0.6105  0.157
C42 -1.5357 7.4847 -0.4707  -0.521
O14 -0.7927 7.7588 -1.6768  -0.131
O15 -0.7846 7.1280 0.5248  -0.154
C43 -2.3902 8.8280 -0.4733  -0.456
F13 -3.4300 8.6963 0.4570  0.049
F14 -1.6906 9.9333 -0.2029  0.126
F15 -3.0688 9.1404 -1.6618  0.060
C44 -0.9037 6.8105 -2.7520  -0.254
C45 -0.1616 7.4430 -3.9244  -0.089
H91 -0.7389 8.3263 -4.2942  0.079
H92 0.8602 7.7383 -3.6128  0.079
H93 -0.0552 6.8617 -4.8456  0.061
H94 -1.9887 6.6736 -2.9077  0.119
H95 -0.4139 5.8587 -2.4684  0.107
H96 -2.3542 6.8326 -0.6507  0.124
C46 -7.8514 -1.7942 -2.0716  -0.560
O16 -8.4246 -0.6040 -1.3760  -0.125
O17 -8.4117 -2.8862 -1.7508  -0.117
C47 -8.1533 -1.3559 -3.5568  -0.513
F16 -7.4893 -2.1452 -4.4869  0.044
F17 -9.4375 -1.4247 -3.9289  0.122
F18 -7.6660 -0.1485 -3.9790  0.072
C48 -7.5114 0.0010 -0.4801  -0.331
C49 -8.1621 1.0444 0.3406  -0.096
H97 -8.5692 1.9244 -0.2306  0.094
H98 -9.0592 0.6307 0.7758  0.067
H99 -7.5492 1.4453 1.1107  0.049
H100 -6.6308 0.4703 -0.9896  0.103
H101 -7.0820 -0.8318 0.0880  0.105
H102 -6.7283 -1.5319 -1.9964  0.125
B1 0.3874 -1.4864 3.3391  -1.094
F19 -0.9972 -1.8291 3.7756  0.019
F20 1.2071 -1.0211 4.4253  0.076
F21 0.9430 -2.6889 2.7854  0.067
F22 0.2562 -0.5637 2.3052  0.124

Results
HOMO energy   -3.34 eV
Charge   -2
Calculated total energy   -155186.70360 eV
LUMO level   -1.18 eV
Multiplicity   1